Entry 1:
{
  "formula": "C30H34NO9Sc",
  "method": "ωB97M-V/def2-TZVPD",
  "energy_ha": -2656.23206,
  "e_lumo_ev": [3.22, 3.22],
  "total_charge": -2,
  "e_homo_ev": [-2.4, 0.5],
  "symbols": ["C", "C", "C", "C", "H", "H", "C", "H", "H", "C", "H", "H", "C", "C", "C", "O", "O", "O", "O", "C", "H", "H", "H", "C", "H", "H", "H", "O", "H", "H", "C", "C", "H", "H", "H", "H", "H", "H", "Sc", "C", "C", "C", "H", "C", "C", "H", "H", "H", "H", "C", "C", "C", "H", "C", "C", "H", "H", "H", "H", "O", "C", "O", "C", "C", "C", "C", "C", "C", "N", "O", "O", "H", "H", "H", "H"],
  "xyz": [[2.144, -6.148, -2.397], [1.678, -4.693, -2.597], [2.773, -6.230, -0.990], [3.046, -4.756, -0.529], [3.704, -6.805, -1.044], [2.088, -6.770, -0.325], [2.733, -3.900, -1.856], [0.683, -4.598, -2.128], [1.601, -4.455, -3.675], [2.501, -2.374, -1.887], [3.671, -4.037, -2.434], [4.129, -4.656, -0.345], [2.393, -4.422, 0.732], [1.000, -7.120, -2.641], [3.141, -6.596, -3.463], [4.120, -7.295, -3.260], [-0.147, -6.922, -2.260], [1.382, -8.214, -3.320], [2.845, -6.145, -4.695], [3.691, -6.768, -5.662], [3.368, -6.402, -6.633], [3.569, -7.853, -5.593], [4.734, -6.512, -5.464], [0.328, -9.143, -3.584], [-0.148, -9.470, -2.652], [0.812, -9.980, -4.083], [-0.434, -8.698, -4.239], [1.545, -1.772, -1.058], [2.230, -2.118, -2.932], [3.482, -1.895, -1.708], [3.092, -3.571, 1.721], [0.982, -4.760, 0.958], [0.864, -5.717, 1.498], [0.432, -4.836, 0.011], [0.494, -3.983, 1.567], [2.401, -2.871, 2.208], [3.903, -2.985, 1.264], [3.556, -4.186, 2.515], [0.464, -0.485, -0.297], [1.745, 1.935, 0.006], [2.880, 1.216, -0.459], [2.611, 0.794, -1.794], [3.816, 1.071, 0.080], [1.301, 1.232, -2.154], [0.761, 1.958, -1.039], [-0.160, 2.539, -1.036], [1.688, 2.466, 0.955], [3.323, 0.294, -2.446], [0.851, 1.133, -3.146], [-1.828, -1.521, 0.477], [-2.097, -0.208, -0.009], [-1.766, -0.163, -1.404], [-2.581, 0.585, 0.565], [-1.295, -1.463, -1.775], [-1.333, -2.297, -0.615], [-1.128, -3.369, -0.585], [-2.040, -1.904, 1.475], [-1.918, 0.679, -2.081], [-1.048, -1.803, -2.783], [0.197, -0.222, 3.904], [0.140, 0.398, 2.848], [0.479, -0.097, 1.665], [-0.343, 1.836, 2.889], [-0.944, 2.433, 1.769], [-1.326, 3.766, 1.745], [-1.197, 4.529, 2.917], [-0.643, 3.957, 4.083], [-0.241, 2.619, 4.068], [-1.635, 5.886, 2.901], [-2.096, 6.343, 1.830], [-1.548, 6.573, 3.945], [-1.136, 1.844, 0.873], [-1.732, 4.220, 0.842], [-0.548, 4.583, 4.969], [0.155, 2.178, 4.981]],
  "atomic_forces_ev_per_a": [[0.0, -0.5, -1.1], [-0.5, -0.5, 0.1], [-0.1, 0.0, -0.1], [0.7, -0.1, -0.9], [-0.3, 0.1, 0.0], [0.1, 0.3, 0.0], [0.2, -0.1, 0.1], [0.4, 0.1, -0.2], [0.0, 0.1, 0.6], [-0.2, 0.9, 0.6], [-0.2, 0.2, 0.0], [-0.2, 0.0, -0.2], [-0.2, 0.7, 0.1], [-1.8, 0.8, 1.2], [1.6, 0.1, 0.6], [-1.0, 0.7, -0.1], [1.6, -0.7, -0.7], [-0.5, -0.2, 0.1], [0.1, -0.4, 0.1], [0.0, 0.0, -0.3], [0.0, 0.0, 0.0], [0.1, 0.2, -0.1], [-0.1, -0.1, -0.2], [-0.2, -0.2, -0.1], [0.1, 0.1, -0.2], [-0.1, 0.0, 0.0], [0.2, -0.1, 0.2], [1.9, -2.9, -0.6], [0.2, -0.2, 0.1], [-0.2, -0.1, 0.0], [0.3, 0.2, 0.3], [-0.7, 0.0, 0.2], [-0.1, 0.1, -0.1], [0.0, -0.1, 0.3], [0.1, -0.2, -0.2], [0.1, -0.1, 0.0], [-0.2, -0.1, 0.1], [-0.1, 0.1, 0.0], [-0.6, 2.0, 0.4], [0.0, 0.1, -0.8], [-0.7, 0.1, -0.6], [-0.4, 0.8, 0.2], [-0.3, -0.1, -0.1], [0.6, 0.0, 0.3], [0.8, -0.2, 0.3], [0.3, -0.3, 0.1], [-0.2, -0.4, -0.2], [-0.3, -0.1, 0.2], [0.1, 0.0, 0.5], [-0.1, 0.1, -1.0], [-0.3, -0.5, -0.4], [-0.3, -0.8, 0.4], [0.4, -0.3, -0.2], [-0.6, 0.0, 0.4], [-0.6, 0.5, 0.0], [0.2, 0.5, 0.0], [0.3, 0.3, -0.2], [0.2, -0.3, 0.3], [0.1, 0.3, 0.4], [0.3, -0.3, -0.3], [-0.1, 0.3, -0.4], [-0.3, 0.2, 1.5], [-0.2, -0.1, -0.1], [0.1, 0.3, -0.3], [-0.1, -0.6, 0.0], [-0.3, 1.5, -0.1], [0.1, -0.6, 0.0], [-0.1, 0.4, -0.3], [0.8, -2.4, 0.0], [-0.5, 0.6, -1.1], [0.1, 0.7, 1.2], [0.4, 0.2, 0.4], [0.0, -0.1, 0.4], [-0.1, -0.2, -0.2], [0.0, 0.0, -0.3]]
}

Entry 2:
{
  "formula": "C8H21NO7PS2",
  "method": "ωB97M-V/def2-TZVPD",
  "energy_ha": -2035.91605,
  "e_lumo_ev": -5.72,
  "total_charge": 1,
  "e_homo_ev": -11.4,
  "symbols": ["C", "C", "O", "C", "C", "S", "O", "S", "O", "O", "O", "C", "C", "C", "C", "O", "P", "N", "H", "H", "H", "H", "H", "H", "H", "H", "H", "H", "H", "H", "H", "H", "H", "H", "H", "H", "O", "H", "H", "H"],
  "xyz": [[4.731, 1.613, -0.150], [4.430, 0.157, -0.917], [3.277, -0.556, -0.352], [2.231, -0.829, -1.346], [0.878, 0.078, -1.157], [0.228, 0.156, -2.943], [1.447, 1.348, -0.609], [1.205, 1.630, 1.068], [2.303, 1.109, 2.041], [0.846, 3.097, 1.467], [-0.025, 0.439, 1.245], [-0.237, -0.321, -0.024], [-1.834, 0.027, -0.361], [-2.156, 1.603, -0.042], [-3.620, 2.068, -0.697], [-4.648, 1.014, -0.461], [-0.368, -2.115, 0.617], [0.978, -2.700, 1.301], [3.990, 2.439, -0.554], [5.848, 1.941, -0.389], [4.677, 1.444, 1.008], [5.428, -0.474, -0.745], [4.354, 0.418, -2.054], [1.905, -1.965, -1.179], [2.566, -0.756, -2.464], [-0.623, -0.994, -3.007], [-2.175, -0.346, -1.417], [-2.465, -0.612, 0.426], [-2.262, 1.795, 1.130], [-1.263, 2.239, -0.515], [-3.892, 3.088, -0.159], [-3.448, 2.205, -1.858], [-4.714, 0.428, -1.293], [-0.826, -2.968, -0.485], [-1.414, -2.137, 1.624], [0.701, -2.908, 2.307], [-3.838, -2.646, 2.601], [-4.278, -3.513, 2.407], [-3.499, -2.612, 3.532], [-4.439, -1.883, 2.406]],
  "atomic_forces_ev_per_a": [[0.2, -0.7, -0.3], [2.2, 1.6, 0.4], [-0.6, 0.5, -2.9], [0.0, -1.9, 0.8], [1.5, -0.7, 1.6], [-1.0, -0.4, 0.8], [-1.6, 0.3, 1.1], [2.8, 0.9, 5.2], [-4.1, 1.7, -4.6], [0.4, -5.9, -2.9], [1.6, 0.8, -2.3], [-2.6, 0.7, 0.1], [-0.3, 0.0, 0.8], [-0.6, 0.1, -0.4], [1.7, -0.2, -0.3], [1.0, 0.1, -1.8], [3.1, -1.4, 1.4], [-2.5, 0.4, 0.5], [1.5, -1.6, 1.1], [-2.5, -0.7, 0.3], [-0.2, 0.5, -2.3], [-2.4, 1.0, -0.4], [-0.2, -0.8, 2.0], [0.6, 2.3, -0.3], [-0.4, 0.2, 2.3], [1.2, 1.5, 0.6], [0.8, 1.0, 1.9], [1.2, 1.3, -1.7], [0.6, -0.5, -2.7], [-2.1, -1.1, 1.2], [0.1, -2.3, -1.3], [-0.6, 0.0, 2.4], [0.3, 1.7, 1.9], [-0.1, 1.2, 0.5], [0.1, 0.4, -1.1], [0.9, 0.4, -1.6], [-0.4, -0.1, 0.3], [0.2, 0.4, 0.1], [-0.1, 0.0, -0.4], [0.2, -0.2, 0.0]]
}

Entry 3:
{
  "formula": "C23H28BN2OPm",
  "method": "ωB97M-V/def2-TZVPD",
  "energy_ha": -1711.26921,
  "e_lumo_ev": [-0.33, -0.32],
  "total_charge": 0,
  "e_homo_ev": [-8.2, -8.3],
  "spin_multiplicity": 5,
  "symbols": ["C", "C", "C", "H", "C", "C", "H", "C", "C", "C", "H", "C", "C", "H", "H", "H", "H", "H", "H", "Pm", "C", "C", "C", "H", "H", "H", "H", "H", "H", "C", "C", "H", "H", "O", "N", "C", "H", "C", "C", "H", "C", "H", "C", "H", "C", "H", "C", "H", "H", "H", "B", "C", "N", "H", "H", "H"],
  "xyz": [[-2.486, 1.103, -0.114], [-1.994, 0.821, -1.415], [-1.951, -0.591, -1.565], [-1.757, 1.542, -2.188], [-2.416, -1.192, -0.352], [-2.727, -0.148, 0.552], [-2.496, -2.264, -0.178], [1.485, 2.196, 0.902], [0.976, 2.384, -0.411], [1.597, 1.428, -1.256], [0.224, 3.133, -0.705], [2.441, 0.590, -0.450], [2.343, 1.067, 0.894], [-1.728, -1.123, -2.487], [-3.067, -0.252, 1.583], [-2.700, 2.084, 0.312], [2.871, 0.643, 1.754], [1.484, 1.359, -2.345], [1.322, 2.869, 1.749], [-0.102, 0.008, 0.302], [3.417, -0.482, -0.920], [4.783, -0.090, -0.338], [3.476, -0.523, -2.446], [5.009, 0.965, -0.554], [5.585, -0.699, -0.767], [4.806, -0.227, 0.751], [3.895, 0.408, -2.847], [2.489, -0.680, -2.899], [4.125, -1.342, -2.776], [3.033, -1.900, -0.364], [1.776, -2.517, -0.902], [2.895, -1.826, 0.733], [3.878, -2.589, -0.534], [0.651, -1.916, -0.733], [1.784, -3.714, -1.466], [0.547, -4.536, -1.547], [2.683, -4.207, -1.490], [-0.246, -4.135, -2.755], [-1.645, -4.167, -2.697], [-2.112, -4.477, -1.755], [-2.393, -3.790, -3.812], [-3.484, -3.826, -3.753], [-1.738, -3.391, -4.987], [-2.330, -3.123, -5.862], [-0.339, -3.359, -5.050], [0.178, -3.049, -5.963], [0.410, -3.746, -3.928], [1.507, -3.726, -3.950], [-0.044, -4.452, -0.621], [0.862, -5.580, -1.645], [-1.773, 3.100, 3.642], [-1.160, 1.839, 3.022], [-0.687, 0.877, 2.527], [-1.478, 3.097, 4.854], [-2.999, 3.066, 3.555], [-1.348, 4.127, 3.124]],
  "atomic_forces_ev_per_a": [[-0.2, -0.5, 0.3], [-0.4, -0.5, 0.3], [-0.4, -0.1, 0.1], [0.0, -0.1, 0.1], [0.2, 0.5, -0.5], [-0.3, 0.5, -0.5], [0.0, 0.3, 0.0], [0.0, 0.2, -0.1], [0.1, 0.2, 0.3], [0.3, -0.7, 0.0], [0.7, -0.4, 0.1], [-0.5, 0.6, -0.2], [0.0, 0.1, -0.4], [0.2, 0.1, 0.3], [0.1, 0.0, -0.4], [0.3, -0.3, -0.1], [-0.2, 0.3, -0.3], [0.0, 0.0, 0.6], [-0.3, -0.6, -0.3], [-0.2, 1.2, 0.5], [-0.6, 0.3, 0.2], [0.4, -0.2, 0.0], [0.1, -0.1, -0.2], [-0.2, -0.4, 0.1], [0.0, 0.0, 0.0], [0.0, 0.1, -0.3], [-0.2, -0.2, 0.1], [0.1, 0.0, 0.1], [0.0, 0.0, 0.0], [0.7, 0.0, -0.1], [-2.2, 1.6, 0.7], [0.1, 0.0, -0.5], [-0.2, 0.2, 0.1], [2.3, -1.8, -0.4], [0.6, -1.1, 0.8], [0.5, 0.2, -0.3], [-0.7, 0.4, 0.0], [-0.6, 0.1, -0.4], [0.4, 0.1, -0.1], [0.0, 0.2, -0.5], [0.2, -0.1, -0.1], [0.4, 0.1, -0.1], [0.0, -0.1, 0.2], [0.2, 0.0, 0.2], [0.0, -0.2, 0.4], [-0.3, -0.1, 0.3], [-0.4, 0.1, -0.1], [-0.5, 0.0, -0.1], [0.3, 0.2, -0.3], [0.1, 0.2, 0.1], [-0.6, 1.1, 1.2], [1.1, -2.3, -1.3], [-0.8, 1.5, 1.0], [0.0, -0.1, -0.6], [0.4, -0.2, -0.1], [0.1, -0.4, -0.1]]
}

Entry 4:
{
  "formula": "C5H6O2",
  "method": "ωB97M-V/def2-TZVPD",
  "energy_ha": -344.52293,
  "smiles": "O=C1CO[C@H]2C[C@@H]12",
  "e_lumo_ev": 0.90,
  "total_charge": 0,
  "e_homo_ev": -9.3,
  "e_above_lowest_ev": 2.1493,
  "symbols": ["O", "C", "C", "O", "C", "C", "C", "H", "H", "H", "H", "H", "H"],
  "xyz": [[-1.204, -1.952, 0.776], [-0.812, -0.898, 0.344], [-1.182, 0.487, 0.883], [-0.587, 1.436, 0.012], [0.333, 0.779, -0.811], [1.416, -0.120, -0.213], [0.152, -0.692, -0.786], [-0.824, 0.624, 1.915], [-2.273, 0.594, 0.879], [1.006, 1.395, -1.368], [1.590, -0.013, 0.843], [2.296, -0.243, -0.849], [0.165, -1.391, -1.609]],
  "atomic_forces_ev_per_a": [[0.0, 0.4, -0.2], [-0.2, -0.3, 0.0], [-0.1, -0.1, 0.1], [0.2, 0.2, 0.2], [1.5, 0.0, 0.5], [0.1, 0.0, 0.6], [-0.1, -0.4, -0.1], [-0.1, -0.1, -0.2], [0.2, 0.1, 0.0], [-1.3, 0.7, -1.6], [0.0, -0.6, 0.3], [-0.2, 0.2, 0.4], [-0.1, 0.0, 0.0]]
}